(1)
Formula: C36H33Cl2N4O2SSc
Source: the OMol25 dataset
Level of theory: wB97M-V/def2-TZVPD

Each line ends with the Mulliken charge.
Atoms and positions in Å:
1 Sc 0.20008 0.18471 0.07442  -0.419
2 Cl 1.48340 -2.23139 -6.37687  -0.231
3 C 1.39411 -1.18828 -4.99531  0.069
4 C 1.30812 -1.76662 -3.73847  -0.730
5 C 1.19796 -0.95559 -2.60937  0.564
6 N 0.97697 -1.35745 -1.27465  0.872
7 C 1.15395 -2.66080 -0.97444  -0.378
8 O 1.46303 -3.59135 -1.71408  -0.771
9 C 0.94596 -2.97693 0.47285  0.701
10 C 1.17959 -4.27444 0.90539  -0.773
11 C 1.03307 -4.56274 2.24820  -0.567
12 C 0.66219 -3.53681 3.09667  -1.053
13 C 0.43692 -2.27395 2.57653  -0.469
14 N 0.56455 -1.97751 1.27419  0.994
15 C 1.25677 0.43727 -2.76187  -0.893
16 C 1.33084 1.00488 -4.02722  -0.780
17 C 1.38721 0.18767 -5.14481  0.012
18 Cl 1.46324 0.92307 -6.71013  -0.233
19 N 1.14284 1.17492 -1.56482  0.645
20 C 1.81268 2.35623 -1.54002  -0.173
21 O 2.63424 2.77268 -2.34342  -0.720
22 C 1.44789 3.21911 -0.37398  0.461
23 C 2.06365 4.45299 -0.21984  -0.813
24 C 1.63816 5.27373 0.80500  -0.618
25 C 0.60854 4.82939 1.61893  -1.014
26 C 0.07519 3.57156 1.40558  -0.294
27 N 0.48980 2.75480 0.42895  1.113
28 H 1.29790 -2.83719 -3.65438  0.666
29 H 1.47921 -5.00269 0.16677  0.594
30 H 1.20827 -5.56220 2.62428  0.452
31 H 0.54320 -3.69667 4.15906  0.462
32 H 0.13086 -1.45487 3.20983  0.538
33 H 1.35741 2.07343 -4.15684  0.618
34 H 2.84428 4.72483 -0.91472  0.592
35 H 2.09201 6.24359 0.96154  0.439
36 H 0.22142 5.43954 2.42261  0.461
37 H -0.69553 3.18192 2.05311  0.385
38 C -2.92092 2.04407 0.66254  -2.804
39 C -2.58489 0.69714 0.07759  1.668
40 C -2.19243 0.62013 -1.28234  0.881
41 C -2.09587 1.89989 -2.07816  -2.014
42 C -2.06001 -0.63664 -1.89557  1.724
43 C -1.86371 -0.77098 -3.38152  -2.710
44 C -2.20346 -1.80486 -1.12146  0.836
45 C -2.08507 -3.14724 -1.79008  -2.125
46 C -2.49322 -1.71969 0.24090  1.277
47 C -2.55523 -2.96620 1.08579  -2.719
48 C -2.78161 -0.47375 0.82161  1.304
49 C -3.40628 -0.41675 2.19288  -2.394
50 H -2.77644 2.06472 1.73941  0.518
51 H -3.96748 2.29258 0.45703  0.375
52 H -2.31365 2.83389 0.22918  0.563
53 H -3.05875 2.41652 -2.07615  0.462
54 H -1.81536 1.72651 -3.11183  0.458
55 H -1.35765 2.58417 -1.65539  0.180
56 H -2.83320 -0.76625 -3.88877  0.454
57 H -1.36774 -1.70167 -3.63485  0.593
58 H -1.26042 0.02844 -3.80498  0.262
59 H -1.05885 -3.35765 -2.10282  0.175
60 H -2.70057 -3.17818 -2.68937  0.487
61 H -2.41176 -3.95866 -1.14697  0.491
62 H -3.50606 -3.49373 0.97268  0.404
63 H -2.42918 -2.73480 2.14006  0.563
64 H -1.76145 -3.66034 0.80988  0.550
65 H -4.03302 -1.29048 2.36259  0.513
66 H -4.04114 0.45978 2.29407  0.474
67 H -2.66184 -0.37605 2.99091  0.292
68 S -0.23945 0.75342 2.56387  -0.434
69 C 1.43990 0.98249 3.03672  0.903
70 C 1.76018 1.20984 4.37778  -1.059
71 C 3.07271 1.38699 4.77610  -0.535
72 C 4.10818 1.34210 3.85285  -0.543
73 C 3.81183 1.11552 2.51806  -0.966
74 C 2.49484 0.93823 2.12076  -0.152
75 H 0.96315 1.24810 5.10936  0.465
76 H 3.28835 1.56104 5.82286  0.389
77 H 5.13125 1.48164 4.17426  0.408
78 H 4.59723 1.07644 1.77461  0.483
79 H 2.33913 0.79149 1.04719  0.597

Results
Orbital gap in eV: 7.371
ΔE to the lowest compared entry with this formula, charge and spin in kcal/mol: 18.8
Largest force on an atom in Eh/bohr: 0.0113
E_tot in Ha: -3840.6683

=====

(2)
Formula: C36H33Cl2N9O4RuS2
Source: the OMol25 dataset
Level of theory: wB97M-V/def2-TZVPD

Each line ends with the Mulliken spin population.
Atoms and positions in Å:
1 Ru 0.18591 -0.09592 0.01109  0.952
2 O 3.09955 2.59471 1.15742  -0.001
3 S 2.50628 2.19616 -0.09656  -0.024
4 O 3.09780 1.07848 -0.78768  0.004
5 N 0.93041 1.85779 0.03557  0.006
6 C -0.00034 2.87112 0.25217  -0.035
7 C 0.21458 4.11846 0.77488  -0.002
8 C -0.85136 5.04402 0.86025  0.000
9 C -2.10861 4.72396 0.43998  0.001
10 C -2.35011 3.43573 -0.09369  0.001
11 C -3.60374 2.98821 -0.55708  0.001
12 C -3.72257 1.73607 -1.09014  -0.002
13 C -2.59398 0.90222 -1.14352  0.000
14 N -1.41957 1.27539 -0.68692  -0.010
15 C -1.28260 2.52740 -0.17313  0.032
16 C 2.56598 3.59034 -1.17850  0.001
17 C 2.11500 3.42989 -2.48442  0.002
18 C 2.22532 4.49261 -3.36494  0.000
19 C 2.78865 5.69216 -2.94108  0.001
20 C 3.24012 5.83643 -1.63802  0.000
21 C 3.13049 4.77922 -0.74467  0.001
22 H 1.19340 4.37920 1.15120  0.001
23 H -0.65836 6.02522 1.27428  -0.001
24 H -2.92420 5.43170 0.51214  0.000
25 H -4.46185 3.64613 -0.48532  0.000
26 H -4.66768 1.37175 -1.46762  0.000
27 H -2.65504 -0.08596 -1.57251  -0.002
28 H 1.69337 2.48158 -2.79454  0.000
29 H 1.88344 4.38525 -4.38669  0.000
30 H 2.88165 6.51594 -3.63714  0.000
31 H 3.68485 6.76951 -1.31772  0.000
32 H 3.48433 4.85983 0.27479  0.000
33 Cl -3.01504 -2.09287 6.50207  0.000
34 C -2.26315 -1.36612 5.11615  0.000
35 C -1.16440 -0.51147 5.30349  0.000
36 C -0.55317 0.07426 4.23006  -0.004
37 Cl 0.79687 1.13404 4.47124  0.000
38 C -0.98594 -0.14727 2.88964  -0.002
39 O -0.39762 0.47706 1.92830  0.012
40 C -2.08158 -1.03375 2.74446  -0.003
41 C -2.54968 -1.37678 1.43745  0.001
42 O -2.02315 -1.03839 0.38027  0.053
43 C -2.72029 -1.61693 3.85890  -0.001
44 H -0.80576 -0.31281 6.30480  0.000
45 H -3.44809 -2.01368 1.39438  0.005
46 H -3.57165 -2.27096 3.70778  0.000
47 C 0.32285 -0.67330 -5.38776  0.000
48 N 0.52668 -1.76509 -4.44358  0.004
49 C 0.60993 -3.11304 -4.76240  -0.002
50 C 0.72036 -3.78649 -3.61225  0.003
51 N 0.69993 -2.84116 -2.57913  0.003
52 C 0.57231 -1.60383 -3.10604  0.009
53 S 0.51365 -0.07385 -2.39288  -0.021
54 C 0.81836 -3.19764 -1.21111  0.003
55 C 1.61429 -4.28373 -0.89862  0.001
56 C 1.64586 -4.72622 0.41006  0.002
57 C 0.88295 -4.06229 1.34978  -0.002
58 C 0.15344 -2.96336 0.94152  -0.002
59 N 0.11189 -2.51075 -0.32309  0.016
60 H 0.40593 -1.06972 -6.39539  0.000
61 H 1.07342 0.09848 -5.23080  0.000
62 H -0.66510 -0.23725 -5.24614  0.000
63 H 0.57738 -3.46421 -5.77855  0.000
64 H 0.77007 -4.84243 -3.42367  0.000
65 H 2.20876 -4.76197 -1.66346  0.000
66 H 2.25030 -5.58108 0.68320  0.000
67 H 0.86212 -4.36951 2.38590  0.000
68 H -0.43430 -2.42182 1.66363  0.008
69 C 6.47678 -2.77484 1.72285  0.000
70 C 6.25460 -1.51230 2.55104  0.000
71 C 5.40131 -1.80598 3.78296  0.000
72 C 5.65465 -0.37813 1.71542  -0.001
73 N 4.24000 -0.57684 1.39775  -0.001
74 C 3.17546 -0.08732 2.01220  0.006
75 N 2.09160 -0.58512 1.44420  -0.012
76 N 2.56373 -1.37304 0.46053  -0.005
77 N 3.83505 -1.38987 0.40325  0.002
78 H 6.87139 -3.57372 2.35206  0.000
79 H 7.18876 -2.59824 0.91450  0.000
80 H 5.54265 -3.12093 1.27616  0.000
81 H 7.22702 -1.13931 2.88405  0.000
82 H 4.45688 -2.28035 3.50184  0.000
83 H 5.17318 -0.89606 4.34483  0.000
84 H 5.92480 -2.48689 4.45405  0.000
85 H 6.17371 -0.28235 0.76364  0.000
86 H 5.72021 0.56824 2.24953  0.000
87 H 3.19427 0.60226 2.83764  0.002

Results
Multiplicity: 2
Orbital gap (spin up / spin down) in eV: 7.161 / 6.684
Net charge: +1
ΔE to the lowest compared entry with this formula, charge and spin in kcal/mol: 52.3
Largest force on an atom in Eh/bohr: 0.0669
<S²>: 0.758
E_tot in Ha: -3996.8556

=====

Question: The highest largest force on an atom belongs to which entry?
Answer: C36H33Cl2N9O4RuS2

=====

Question: Which of these has the highest largest force on an atom?
Answer: C36H33Cl2N9O4RuS2

=====

Question: The highest ΔE to the lowest compared entry with this formula, charge and spin belongs to which entry?
Answer: C36H33Cl2N9O4RuS2